(one)
Here is an isolated ion of composition C5H15N2 and charge +1 from the OMol25 dataset. Energies are from wB97M-V/def2-TZVPD.

Geometry as ORCA input:
```
! RIJCOSX wB97M-V def2-TZVPD def2/J DEFGRID3
* xyz 1 1
C -2.543 1.171 -0.576
N -1.130 1.324 -0.268
C -0.727 0.700 0.988
C -0.536 -0.796 0.799
C 0.324 -1.153 -0.432
C 1.549 -0.309 -0.680
N 2.715 -0.885 0.129
H -2.803 0.136 -0.807
H -2.769 1.725 -1.491
H -3.198 1.578 0.187
H -0.854 2.295 -0.234
H 0.196 1.198 1.290
H -1.462 0.857 1.778
H -0.163 -1.279 1.712
H -1.494 -1.261 0.664
H -0.317 -1.106 -1.300
H 0.636 -2.199 -0.359
H 1.561 0.747 -0.422
H 1.861 -0.433 -1.707
H 3.569 -0.350 -0.046
H 2.851 -1.844 -0.188
H 2.532 -0.879 1.132
*
```

Results
LUMO energy: -3.664 eV
SMILES: CNCCCC[NH3+]

(two)
Here is an isolated ion of composition C5H15N2 and charge +1 from the OMol25 dataset. Energies are from wB97M-V/def2-TZVPD.

Geometry as ORCA input:
```
! RIJCOSX wB97M-V def2-TZVPD def2/J DEFGRID3
* xyz 1 1
C 1.263 -2.205 -1.122
C 0.474 -2.232 0.229
C 0.394 -0.841 0.836
C 0.084 0.411 0.006
N -1.283 0.279 -0.544
C 0.121 1.743 0.724
N -0.819 2.690 0.068
H 0.598 -1.763 -1.958
H 2.273 -1.623 -1.066
H 1.496 -3.212 -1.430
H 0.917 -2.914 1.003
H -0.601 -2.723 0.189
H 1.390 -0.567 1.246
H -0.389 -0.694 1.573
H 0.781 0.478 -0.816
H -1.595 -0.462 -1.242
H -1.565 1.211 -0.849
H -2.021 0.104 0.205
H 1.048 2.334 1.078
H -0.296 1.285 1.707
H -0.530 2.858 -0.925
H -0.812 3.643 0.573
*
```

Results
LUMO energy: -3.364 eV
SMILES: CCC[C@@H]([NH3+])CN

(three)
Here is a 2-piece molecular cluster, C5H15N2 overall from the OMol25 dataset. Energies are from wB97M-V/def2-TZVPD.

Geometry as ORCA input:
```
! RIJCOSX wB97M-V def2-TZVPD def2/J DEFGRID3
* xyz 1 1
C -0.457 -0.176 0.761
C 0.816 -0.738 0.260
C 1.391 -0.011 -0.983
C 1.034 -0.854 -2.322
C 1.474 -2.379 -2.092
N -3.334 2.625 2.887
N -0.424 1.202 1.317
H -0.846 -0.777 1.521
H -1.205 -0.088 -0.049
H -3.282 2.853 3.855
H 1.517 -1.176 1.044
H 1.061 1.122 -1.177
H 2.538 0.156 -0.904
H 1.566 -0.520 -3.194
H -0.022 -0.848 -2.514
H 1.135 -3.006 -2.988
H 0.948 -2.692 -1.199
H -4.193 2.595 2.469
H 2.594 -2.415 -1.939
H -2.576 1.978 2.522
H -0.138 1.933 0.713
H 0.402 1.215 2.011
*
```

Results
LUMO energy: -7.687 eV

(four)
Here is a 2-piece molecular cluster, C5H15N2 overall from the OMol25 dataset. Energies are from wB97M-V/def2-TZVPD.

Geometry as ORCA input:
```
! RIJCOSX wB97M-V def2-TZVPD def2/J DEFGRID3
* xyz 1 1
N 2.429 -0.471 1.771
C 2.028 -0.782 0.567
N 2.815 -0.974 -0.459
H 3.403 -0.335 1.999
H 1.748 -0.260 2.484
H 0.964 -0.895 0.400
H 2.417 -1.075 -1.380
H 3.816 -0.844 -0.399
C -1.739 2.132 0.451
C -1.001 -1.206 -1.373
C -1.865 -0.169 -0.648
C -1.050 0.791 0.227
H -1.779 2.693 -0.476
H -1.200 2.725 1.191
H -2.740 2.005 0.867
H -1.494 -1.621 -2.248
H -0.749 -2.052 -0.732
H -0.088 -0.731 -1.758
H -2.605 -0.682 -0.031
H -2.389 0.431 -1.392
H -0.832 0.314 1.194
H -0.091 1.006 -0.254
*
```

Results
LUMO energy: -3.670 eV

It is (three) that is the least stable of them.

(one)
Here is a 2-piece molecular cluster, C5H15N2 overall from the OMol25 dataset. Energies are from wB97M-V/def2-TZVPD.

Geometry as ORCA input:
```
! RIJCOSX wB97M-V def2-TZVPD def2/J DEFGRID3
* xyz 1 1
N 1.369 -0.294 1.716
C 1.892 0.236 0.444
C 3.364 -0.045 0.311
C 1.059 -0.511 -0.676
N -0.309 -0.339 -0.467
C -1.131 -0.551 -1.569
C -3.984 0.790 0.521
H -3.478 1.641 0.985
H 0.386 -0.078 1.755
H 1.847 0.127 2.497
H 1.612 1.283 0.329
H 3.592 -1.077 0.576
H 3.856 0.534 1.100
H 3.806 0.237 -0.640
H 1.282 -1.586 -0.588
H 1.323 -0.173 -1.691
H -0.600 -0.868 -2.480
H -1.631 0.361 -1.945
H -1.889 -1.300 -1.307
H -4.088 0.066 1.325
H -4.881 1.210 0.076
H -3.396 0.337 -0.273
*
```

Results
LUMO energy: -8.332 eV

(two)
Here is an isolated ion of composition C5H15N2 and charge +1 from the OMol25 dataset. Energies are from wB97M-V/def2-TZVPD.

Geometry as ORCA input:
```
! RIJCOSX wB97M-V def2-TZVPD def2/J DEFGRID3
* xyz 1 1
C -1.507 -0.476 -2.753
C -1.373 0.234 -1.417
C 0.043 0.054 -0.856
C 0.241 0.423 0.603
N -0.379 -0.648 1.509
C 1.663 0.609 1.078
N 1.724 0.247 2.515
H -0.652 -0.294 -3.369
H -1.522 -1.549 -2.584
H -2.471 -0.267 -3.224
H -2.096 -0.181 -0.706
H -1.569 1.302 -1.495
H 0.765 0.608 -1.458
H 0.349 -0.996 -1.005
H -0.356 1.310 0.832
H 0.060 -0.511 2.438
H -0.186 -1.589 1.148
H -1.387 -0.528 1.563
H 1.910 1.649 0.957
H 2.315 -0.021 0.477
H 1.977 1.057 3.057
H 2.451 -0.431 2.691
*
```

Results
LUMO energy: -3.103 eV
SMILES: CCC[C@@H]([NH3+])CN

(three)
Here is an isolated ion of composition C5H15N2 and charge +1 from the OMol25 dataset. Energies are from wB97M-V/def2-TZVPD.

Geometry as ORCA input:
```
! RIJCOSX wB97M-V def2-TZVPD def2/J DEFGRID3
* xyz 1 1
C 1.373 1.931 -0.048
C 0.885 0.737 0.874
C 0.568 -0.518 0.118
N 1.358 -1.709 0.840
C -0.899 -0.910 0.196
N -1.780 0.159 -0.235
C -1.698 0.487 -1.638
H 1.702 1.515 -0.995
H 0.633 2.716 -0.033
H 2.167 2.462 0.509
H -0.066 1.077 1.302
H 1.615 0.648 1.678
H 0.916 -0.536 -0.921
H 2.223 -1.393 1.264
H 0.698 -2.126 1.492
H 1.543 -2.377 0.095
H -0.997 -1.764 -0.494
H -1.126 -1.315 1.182
H -2.693 -0.270 -0.101
H -1.843 -0.343 -2.355
H -2.426 1.219 -1.971
H -0.731 0.935 -1.868
*
```

Results
LUMO energy: -3.510 eV
SMILES: CC[C@@H]([NH3+])CNC

(four)
Here is a 2-piece molecular cluster, C5H15N2 overall from the OMol25 dataset. Energies are from wB97M-V/def2-TZVPD.

Geometry as ORCA input:
```
! RIJCOSX wB97M-V def2-TZVPD def2/J DEFGRID3
* xyz 1 1
N -2.847 0.502 -1.584
C -1.510 1.042 -1.172
C -0.556 -0.029 -1.349
N 1.535 -0.622 0.406
C 0.985 -0.149 1.689
C -0.310 -0.873 2.012
C 2.732 0.148 0.019
H 0.797 -0.390 -0.285
H -2.710 -0.197 -2.328
H -3.189 -0.106 -0.824
H -1.344 1.930 -1.784
H -1.576 1.396 -0.134
H 0.287 0.139 -2.011
H -0.909 -1.015 -1.111
H 0.920 0.944 1.683
H 1.721 -0.411 2.456
H -0.169 -1.690 2.709
H -1.084 -0.227 2.417
H -0.701 -1.362 1.116
H 2.844 0.112 -1.065
H 3.596 -0.323 0.495
H 2.658 1.192 0.338
*
```

Results
LUMO energy: -7.413 eV

It is (one) that is the least stable of them.

(one)
Here is an isolated ion of composition C5H15N2 and charge +1 from the OMol25 dataset. Energies are from wB97M-V/def2-TZVPD.

Geometry as ORCA input:
```
! RIJCOSX wB97M-V def2-TZVPD def2/J DEFGRID3
* xyz 1 1
C 1.841 0.133 -1.945
C 2.060 0.281 -0.469
N 0.892 0.924 0.161
C 0.443 0.441 1.460
C -0.663 -0.658 1.313
N -1.352 -0.536 -0.061
C -2.814 -0.358 0.027
H 2.764 -0.134 -2.459
H 1.534 1.079 -2.397
H 1.033 -0.576 -2.116
H 2.932 0.859 -0.170
H 2.205 -0.682 0.019
H 1.013 1.920 0.208
H 1.264 -0.013 1.992
H -0.003 1.281 1.953
H -1.466 -0.406 1.998
H -0.349 -1.681 1.383
H -1.079 -1.359 -0.591
H -0.731 0.287 -0.403
H -3.255 -0.455 -0.963
H -3.000 0.677 0.337
H -3.269 -1.025 0.724
*
```

Results
LUMO energy: -2.941 eV
SMILES: CCNCC[NH2+]C

(two)
Here is an isolated ion of composition C5H15N2 and charge +1 from the OMol25 dataset. Energies are from wB97M-V/def2-TZVPD.

Geometry as ORCA input:
```
! RIJCOSX wB97M-V def2-TZVPD def2/J DEFGRID3
* xyz 1 1
C 0.201 -0.024 1.996
C -0.569 -0.870 0.966
C -0.416 -2.340 1.196
N 0.001 -0.554 -0.422
C -0.714 0.349 -1.307
C -0.137 1.770 -1.284
N 1.357 1.542 -1.175
H -0.514 0.235 2.769
H 1.006 -0.630 2.431
H 0.751 0.825 1.592
H -1.615 -0.618 0.766
H 0.621 -2.698 1.292
H -0.930 -2.983 0.483
H -0.809 -2.601 2.184
H 0.139 -1.467 -0.831
H -1.778 0.340 -1.062
H -0.545 -0.019 -2.331
H -0.502 2.276 -0.394
H -0.385 2.385 -2.134
H 1.840 1.586 -2.069
H 1.438 0.558 -0.816
H 1.785 2.196 -0.522
*
```

Results
LUMO energy: -3.230 eV
SMILES: CC(C)NCC[NH3+]

(three)
Here is an isolated ion of composition C5H15N2 and charge +1 from the OMol25 dataset. Energies are from wB97M-V/def2-TZVPD.

Geometry as ORCA input:
```
! RIJCOSX wB97M-V def2-TZVPD def2/J DEFGRID3
* xyz 1 1
C -2.963 1.135 -0.220
N -1.479 1.071 -0.349
C -0.762 0.597 0.813
C -0.219 -0.837 0.617
C 0.501 -1.029 -0.710
C 1.819 -0.268 -0.837
N 2.790 -0.667 0.272
H -3.254 1.330 0.804
H -3.403 0.188 -0.536
H -3.311 1.888 -0.918
H -1.178 1.992 -0.628
H 0.061 1.286 1.043
H -1.402 0.563 1.703
H 0.415 -1.048 1.485
H -1.030 -1.557 0.714
H -0.149 -0.633 -1.494
H 0.681 -2.077 -0.925
H 1.627 0.797 -0.729
H 2.312 -0.461 -1.781
H 3.257 0.145 0.678
H 3.472 -1.363 -0.025
H 2.213 -1.055 1.024
*
```

Results
LUMO energy: -3.622 eV
SMILES: CNCCCC[NH3+]

(four)
Here is a 2-piece molecular cluster, C5H15N2 overall from the OMol25 dataset. Energies are from wB97M-V/def2-TZVPD.

Geometry as ORCA input:
```
! RIJCOSX wB97M-V def2-TZVPD def2/J DEFGRID3
* xyz 1 1
N 2.553 2.630 -0.390
C -1.016 -0.165 -0.408
C -0.785 -1.554 -0.787
C 0.007 -2.332 0.436
C -0.930 -2.179 1.636
C -0.006 0.987 -0.162
N -0.536 2.195 -0.784
H 3.387 3.145 -0.760
H 2.312 3.062 0.493
H 1.783 2.831 -1.001
H -2.000 0.256 -0.240
H -1.674 -2.048 -1.158
H -0.029 -1.754 -1.609
H 0.455 -3.399 0.151
H 0.910 -1.663 0.415
H -0.473 -2.341 2.659
H -1.056 -1.090 1.289
H -1.868 -2.759 1.575
H 0.985 0.642 -0.566
H 0.175 1.099 0.870
H -1.141 1.746 -1.511
H -1.052 2.691 -0.146
*
```

Results
LUMO energy: -6.961 eV

It is (four) that is the least stable of them.

(one)
Here is C5H15N2 as an isolated structure from the OMol25 dataset. Energies are from wB97M-V/def2-TZVPD.

Geometry as ORCA input:
```
! RIJCOSX wB97M-V def2-TZVPD def2/J DEFGRID3
* xyz 1 1
C -1.458 1.197 -0.804
C 0.280 -1.326 -0.759
C 2.485 0.161 0.043
C -1.492 0.378 0.472
C 0.273 -0.512 0.566
N -2.512 -0.499 0.627
N 1.207 0.625 0.562
H -0.765 0.881 -1.516
H -1.419 2.324 -0.595
H -2.411 1.079 -1.200
H 0.215 -0.501 -1.541
H -0.405 -2.086 -0.727
H 1.287 -1.788 -0.860
H 2.417 0.180 -1.036
H 3.402 0.706 0.425
H 2.544 -0.902 0.432
H -1.381 1.008 1.323
H 0.393 -1.039 1.430
H -2.392 -1.297 -0.036
H -2.491 -0.967 1.587
H 1.243 0.876 1.538
H 0.979 1.503 0.069
*
```

Results
LUMO energy: -3.192 eV

(two)
Here is a 2-piece molecular cluster, C5H15N2 overall from the OMol25 dataset. Energies are from wB97M-V/def2-TZVPD.

Geometry as ORCA input:
```
! RIJCOSX wB97M-V def2-TZVPD def2/J DEFGRID3
* xyz 1 1
N -2.783 0.056 0.843
C 0.067 0.984 0.249
C 1.185 0.045 0.696
C 0.766 -1.455 0.637
C 2.610 0.161 0.028
C -0.462 0.913 -1.204
N -1.290 -0.226 -1.636
H -3.096 -0.521 1.661
H -3.454 0.876 0.859
H -1.781 0.396 0.864
H 0.085 1.998 0.665
H 1.386 0.366 1.713
H 0.022 -1.708 1.411
H 1.622 -2.150 0.797
H 0.265 -1.639 -0.325
H 2.488 -0.328 -0.923
H 3.328 -0.392 0.679
H 2.741 1.220 -0.106
H 0.341 1.037 -2.002
H -1.107 1.684 -1.290
H -1.166 -0.457 -2.620
H -1.767 -0.861 -0.993
*
```

Results
LUMO energy: -7.531 eV

It is (two) that is the least stable of them.

(one)
Here is C22H17F6IN5O5PbS4 as an isolated structure from the OMol25 dataset. Energies are from wB97M-V/def2-TZVPD.

Geometry as ORCA input:
```
! RIJCOSX wB97M-V def2-TZVPD def2/J DEFGRID3
* xyz 1 1
Pb -0.410 0.421 -0.720
S -0.443 5.101 0.554
C 1.105 4.988 -0.219
C 2.105 5.951 -0.301
C 3.205 5.661 -1.082
C 3.298 4.449 -1.777
C 2.315 3.492 -1.673
C 1.217 3.754 -0.862
N 0.098 2.936 -0.701
C -0.843 3.539 -0.041
C -2.185 2.943 0.090
C -3.299 3.735 0.369
C -4.573 3.194 0.321
C -4.755 1.864 -0.024
C -3.656 1.046 -0.285
C -2.405 1.606 -0.194
H 2.011 6.901 0.207
H 4.002 6.388 -1.171
H 4.161 4.259 -2.402
H 2.387 2.555 -2.211
H -3.160 4.788 0.583
H -5.429 3.824 0.524
H -5.751 1.444 -0.088
H -3.800 0.009 -0.540
C -0.901 -6.154 -0.941
C -0.323 -4.781 -1.098
C 0.956 -4.463 -0.650
C 1.336 -3.144 -0.726
N 0.555 -2.198 -1.263
C -0.603 -2.629 -1.758
S -1.520 -1.364 -2.591
N -1.095 -3.852 -1.662
H -0.157 -6.916 -1.177
H -1.764 -6.281 -1.590
H -1.202 -6.312 0.097
H 1.611 -5.212 -0.228
H 2.285 -2.813 -0.339
N -2.031 -2.767 2.020
C -2.605 -2.363 0.884
O -2.190 -1.426 0.222
C -3.838 -3.143 0.430
I -4.327 -2.772 -1.612
H -1.247 -2.227 2.366
H -2.405 -3.511 2.581
H -4.707 -2.826 1.005
H -3.703 -4.215 0.547
F 2.728 -1.262 3.810
C 2.005 -1.511 2.749
F 0.926 -2.223 3.123
F 2.683 -2.234 1.872
S 1.365 0.092 1.983
O -0.031 -0.263 1.663
O 1.571 1.121 2.946
N 2.036 0.323 0.550
S 3.624 0.779 0.669
O 4.218 0.111 1.789
O 3.833 2.170 0.465
C 4.305 -0.008 -0.844
F 5.579 0.319 -0.936
F 4.196 -1.331 -0.794
F 3.647 0.438 -1.921
*
```

Results
LUMO energy (spin up / spin down): -5.962 / -5.836 eV

(two)
Here is C22H17F6IN5O5PbS4 as an isolated structure from the OMol25 dataset. Energies are from wB97M-V/def2-TZVPD.

Geometry as ORCA input:
```
! RIJCOSX wB97M-V def2-TZVPD def2/J DEFGRID3
* xyz 1 1
Pb -0.550 -0.011 1.036
S -2.117 -3.438 -2.020
C -2.720 -4.010 -0.499
C -3.358 -5.212 -0.223
C -3.852 -5.396 1.052
C -3.738 -4.394 2.019
C -3.088 -3.211 1.746
C -2.545 -3.019 0.479
N -1.928 -1.874 0.006
C -1.692 -1.942 -1.273
C -1.194 -0.791 -2.015
C -1.371 -0.679 -3.398
C -1.022 0.488 -4.052
C -0.498 1.560 -3.347
C -0.292 1.454 -1.971
C -0.636 0.284 -1.348
H -3.482 -5.962 -0.993
H -4.352 -6.322 1.303
H -4.173 -4.550 2.996
H -3.008 -2.432 2.493
H -1.820 -1.504 -3.937
H -1.181 0.570 -5.118
H -0.238 2.481 -3.850
H 0.130 2.287 -1.426
C 3.427 4.008 4.009
C 2.305 3.022 3.931
C 2.237 1.918 4.776
C 1.247 1.000 4.496
N 0.357 1.178 3.523
C 0.403 2.326 2.836
S -0.919 2.590 1.720
N 1.379 3.212 2.993
H 3.655 4.235 5.049
H 3.165 4.930 3.494
H 4.326 3.572 3.567
H 2.941 1.773 5.582
H 1.142 0.090 5.069
N 3.615 1.369 0.519
C 2.557 2.132 0.260
O 1.393 1.723 0.277
C 2.821 3.600 -0.060
I 0.997 4.702 0.128
H 3.422 0.388 0.666
H 4.567 1.685 0.466
H 3.144 3.707 -1.094
H 3.566 4.040 0.596
F 3.823 -3.081 3.155
C 3.147 -1.973 2.991
F 3.961 -1.068 2.410
F 2.782 -1.452 4.158
S 1.670 -2.194 1.825
O 1.803 -1.010 0.969
O 1.804 -3.450 1.179
N 0.327 -1.964 2.643
S 0.074 -3.232 3.655
O 1.352 -3.694 4.089
O -0.908 -4.155 3.214
C -0.705 -2.328 5.084
F -1.033 -3.167 6.046
F 0.129 -1.410 5.567
F -1.807 -1.710 4.639
*
```

Results
LUMO energy (spin up / spin down): -6.109 / -5.838 eV

It is (two) that is the least stable of them.